{
  "formula": "C45H26Cl5F19GaN3OSSb",
  "method": "ωB97M-V/def2-TZVPD",
  "species": ["Ga", "C", "N", "C", "C", "N", "C", "C", "F", "C", "F", "C", "F", "C", "F", "C", "F", "C", "C", "N", "C", "C", "F", "C", "F", "C", "F", "C", "F", "C", "F", "H", "H", "H", "H", "H", "H", "H", "H", "H", "H", "H", "S", "Sb", "C", "C", "C", "C", "C", "C", "C", "C", "C", "C", "C", "C", "C", "C", "C", "C", "C", "C", "H", "H", "H", "H", "H", "H", "H", "H", "H", "H", "H", "H", "H", "H", "H", "Cl", "C", "C", "C", "Cl", "C", "Cl", "C", "Cl", "C", "Cl", "F", "C", "F", "F", "C", "O", "C", "F", "F", "F", "C", "F", "F", "F"],
  "positions_angstrom": [[1.845, -1.183, 0.961], [4.216, 0.949, 0.439], [3.986, -0.392, 0.975], [4.576, -1.418, 0.107], [3.823, -1.453, -1.208], [2.401, -1.421, -0.925], [1.545, -1.756, -1.921], [0.183, -1.927, -1.630], [-0.210, -1.706, -0.363], [-0.790, -2.218, -2.553], [-2.064, -2.365, -2.178], [-0.450, -2.360, -3.889], [-1.384, -2.635, -4.819], [0.870, -2.189, -4.239], [1.231, -2.294, -5.529], [1.835, -1.896, -3.288], [3.089, -1.715, -3.766], [4.468, -0.500, 2.351], [3.830, -1.690, 3.041], [2.407, -1.658, 2.788], [1.555, -2.293, 3.632], [0.182, -2.294, 3.336], [-0.218, -1.635, 2.225], [-0.796, -2.893, 4.090], [-2.074, -2.826, 3.706], [-0.454, -3.559, 5.254], [-1.387, -4.153, 6.016], [0.878, -3.590, 5.603], [1.252, -4.238, 6.718], [1.847, -2.978, 4.825], [3.120, -3.130, 5.265], [5.292, 1.141, 0.331], [3.738, 1.055, -0.533], [3.788, 1.689, 1.112], [5.645, -1.226, -0.055], [4.463, -2.382, 0.605], [4.137, -0.618, -1.845], [4.110, -2.372, -1.725], [5.563, -0.586, 2.372], [4.185, 0.416, 2.873], [4.281, -2.628, 2.690], [4.061, -1.605, 4.101], [-2.387, 0.762, 0.211], [-2.948, 2.467, -1.120], [-5.038, 2.295, -1.433], [-5.914, 3.338, -1.152], [-7.287, 3.133, -1.216], [-7.785, 1.886, -1.560], [-6.913, 0.842, -1.837], [-5.543, 1.040, -1.762], [-2.733, 4.317, -0.131], [-2.356, 4.234, 1.207], [-2.229, 5.393, 1.961], [-2.477, 6.630, 1.385], [-2.853, 6.716, 0.052], [-2.982, 5.561, -0.707], [-2.139, 2.574, -3.054], [-1.811, 3.762, -3.696], [-1.287, 3.722, -4.982], [-1.085, 2.505, -5.617], [-1.407, 1.319, -4.973], [-1.933, 1.353, -3.690], [-5.533, 4.314, -0.875], [-7.965, 3.947, -0.991], [-8.855, 1.723, -1.601], [-7.300, -0.136, -2.092], [-4.871, 0.207, -1.935], [-2.157, 3.262, 1.646], [-1.923, 5.325, 2.997], [-2.368, 7.532, 1.974], [-3.046, 7.681, -0.399], [-3.302, 5.643, -1.739], [-1.928, 4.715, -3.199], [-1.024, 4.645, -5.483], [-0.662, 2.479, -6.614], [-1.238, 0.365, -5.458], [-2.158, 0.424, -3.177], [0.957, 0.713, 3.892], [1.061, 1.552, 2.369], [1.141, 0.873, 1.145], [1.017, 1.732, 0.043], [0.832, 1.089, -1.551], [0.974, 3.121, 0.117], [0.861, 4.093, -1.313], [1.011, 3.745, 1.354], [1.021, 5.465, 1.470], [1.014, 2.949, 2.489], [0.968, 3.726, 4.037], [2.408, -6.681, 1.986], [2.093, -5.379, 2.112], [3.142, -4.781, 2.683], [1.073, -5.310, 2.976], [1.723, -4.676, 0.752], [1.843, -3.357, 0.854], [0.286, -5.161, 0.360], [0.050, -4.965, -0.947], [-0.647, -4.496, 1.037], [0.095, -6.473, 0.593], [2.731, -5.196, -0.332], [2.561, -6.483, -0.677], [2.649, -4.475, -1.453], [3.994, -5.068, 0.118]],
  "de_lowest_kcal_mol": 0.0,
  "homo_ha": -0.1872,
  "e_lumo_ev": 2.0,
  "fmax_ev_per_a": 0.63,
  "charge": -1,
  "total_energy_ha": -8731.661260
}

***

{
  "formula": "C45H29AsBr2CdF4N3OPS2",
  "method": "ωB97M-V/def2-TZVPD",
  "species": ["Cd", "S", "C", "C", "N", "C", "S", "C", "N", "F", "C", "C", "F", "C", "F", "C", "P", "C", "C", "C", "C", "C", "C", "C", "C", "C", "C", "C", "C", "C", "Br", "C", "F", "H", "H", "H", "H", "H", "H", "H", "H", "H", "H", "O", "C", "C", "C", "N", "C", "Br", "C", "H", "H", "H", "H", "C", "C", "C", "C", "C", "C", "As", "C", "C", "C", "C", "C", "C", "C", "C", "C", "C", "C", "C", "H", "H", "H", "H", "H", "H", "H", "H", "H", "H", "H", "H", "H", "H", "H"],
  "positions_angstrom": [[0.748, -0.316, -0.219], [2.748, 1.124, 0.114], [3.758, 0.210, -0.979], [4.964, 0.885, -1.330], [5.924, 1.466, -1.591], [3.525, -1.030, -1.503], [2.155, -2.078, -1.225], [4.495, -1.576, -2.394], [5.261, -2.045, -3.115], [-0.823, -1.989, -7.996], [-0.728, -1.388, -6.818], [-0.567, -0.016, -6.755], [-0.508, 0.694, -7.875], [-0.492, 0.612, -5.525], [-0.412, 1.940, -5.530], [-0.532, -0.103, -4.330], [-0.349, 0.736, -2.691], [0.967, 1.953, -3.019], [2.045, 1.666, -3.853], [3.071, 2.584, -4.003], [3.040, 3.783, -3.308], [1.988, 4.058, -2.450], [0.964, 3.140, -2.290], [-1.928, 1.671, -2.728], [-2.056, 3.000, -3.117], [-3.301, 3.613, -3.081], [-4.422, 2.905, -2.674], [-4.302, 1.570, -2.314], [-3.060, 0.957, -2.335], [-0.745, -1.482, -4.422], [-1.033, -2.525, -2.884], [-0.835, -2.119, -5.649], [-1.048, -3.428, -5.724], [2.096, 0.722, -4.382], [3.906, 2.348, -4.650], [3.856, 4.486, -3.412], [1.979, 4.977, -1.877], [0.155, 3.344, -1.597], [-1.191, 3.556, -3.451], [-3.393, 4.648, -3.383], [-5.385, 3.398, -2.635], [-5.178, 1.008, -2.012], [-2.968, -0.085, -2.047], [-5.367, -2.940, 0.902], [-4.113, -2.501, 0.727], [-3.054, -3.325, 0.351], [-1.804, -2.765, 0.191], [-1.558, -1.467, 0.374], [-2.576, -0.704, 0.733], [-2.189, 1.144, 0.956], [-3.864, -1.146, 0.937], [-5.445, -3.872, 0.675], [-3.194, -4.388, 0.195], [-0.953, -3.374, -0.096], [-4.657, -0.480, 1.244], [-3.212, -2.111, 4.983], [-2.364, -3.013, 4.356], [-1.217, -2.563, 3.719], [-0.898, -1.208, 3.709], [-1.764, -0.309, 4.328], [-2.911, -0.757, 4.966], [0.585, -0.531, 2.618], [0.948, 1.135, 3.547], [0.992, 2.313, 2.810], [1.274, 3.522, 3.430], [1.517, 3.557, 4.795], [1.458, 2.388, 5.542], [1.167, 1.183, 4.923], [2.064, -1.684, 3.145], [3.159, -1.257, 3.887], [4.222, -2.117, 4.121], [4.205, -3.407, 3.612], [3.130, -3.831, 2.845], [2.075, -2.968, 2.601], [-4.103, -2.463, 5.488], [-2.600, -4.070, 4.358], [-0.560, -3.276, 3.236], [-1.538, 0.750, 4.310], [-3.571, -0.046, 5.445], [0.815, 2.293, 1.741], [1.316, 4.431, 2.845], [1.752, 4.497, 5.278], [1.645, 2.417, 6.608], [1.096, 0.272, 5.505], [3.196, -0.246, 4.268], [5.073, -1.768, 4.692], [5.038, -4.073, 3.794], [3.124, -4.824, 2.415], [1.268, -3.285, 1.949]],
  "de_lowest_kcal_mol": 6.0,
  "homo_ha": -0.2592,
  "e_lumo_ev": -0.2,
  "fmax_ev_per_a": 0.61,
  "charge": 0,
  "total_energy_ha": -11060.457335
}

***

{
  "formula": "C45H34BCl6F2IrN7O2PS",
  "method": "ωB97M-V/def2-TZVPD",
  "species": ["Ir", "C", "C", "C", "C", "C", "C", "P", "C", "C", "C", "C", "C", "C", "C", "C", "C", "C", "C", "C", "C", "C", "C", "C", "H", "H", "H", "H", "H", "H", "H", "H", "H", "H", "H", "H", "H", "H", "H", "H", "Cl", "C", "C", "C", "Cl", "C", "O", "C", "Cl", "C", "H", "H", "F", "B", "F", "N", "N", "N", "C", "N", "N", "H", "H", "H", "Cl", "C", "C", "C", "C", "C", "C", "N", "C", "C", "N", "C", "O", "C", "C", "C", "Cl", "S", "C", "C", "C", "Cl", "C", "H", "H", "H", "H", "H", "H", "H", "H", "H", "H", "H", "H", "H"],
  "positions_angstrom": [[1.053, 0.288, 0.247], [0.411, -0.817, 6.968], [0.354, 0.543, 6.710], [0.525, 1.016, 5.423], [0.764, 0.125, 4.376], [0.772, -1.243, 4.631], [0.602, -1.708, 5.924], [1.221, 0.767, 2.724], [0.540, 2.462, 2.827], [1.300, 3.625, 2.793], [0.677, 4.862, 2.785], [-0.705, 4.951, 2.813], [-1.468, 3.794, 2.839], [-0.851, 2.560, 2.840], [3.018, 0.984, 2.865], [3.549, 1.607, 4.018], [4.878, 1.961, 4.056], [5.677, 1.782, 2.935], [5.176, 1.162, 1.774], [5.946, 1.068, 0.606], [5.441, 0.428, -0.539], [4.239, -0.210, -0.505], [3.437, -0.255, 0.709], [3.845, 0.638, 1.792], [0.305, -1.181, 7.978], [0.191, 1.242, 7.519], [0.474, 2.080, 5.241], [0.921, -1.943, 3.825], [0.634, -2.770, 6.116], [2.378, 3.566, 2.786], [1.278, 5.758, 2.760], [-1.188, 5.918, 2.831], [-2.546, 3.852, 2.856], [-1.451, 1.661, 2.877], [2.905, 1.797, 4.863], [5.295, 2.394, 4.952], [6.712, 2.086, 2.956], [6.919, 1.531, 0.580], [6.036, 0.421, -1.440], [3.905, -0.802, -1.343], [-0.364, 7.523, -0.903], [-0.425, 5.819, -0.741], [0.765, 5.109, -0.596], [0.717, 3.745, -0.438], [2.153, 2.826, -0.192], [-0.500, 3.008, -0.437], [-0.554, 1.744, -0.316], [-1.684, 3.793, -0.582], [-3.169, 2.952, -0.533], [-1.652, 5.161, -0.738], [1.711, 5.627, -0.598], [-2.569, 5.715, -0.860], [2.673, -2.610, 0.151], [2.857, -1.644, 1.055], [2.584, -2.039, 2.300], [-0.014, -0.613, -5.013], [0.718, -0.190, -3.959], [1.610, 0.761, -4.062], [2.106, 0.812, -2.840], [1.513, -0.078, -2.037], [0.638, -0.714, -2.774], [0.080, 0.043, -5.781], [-0.979, -0.794, -4.741], [2.889, 1.472, -2.544], [-7.465, 0.667, -2.210], [-6.154, -0.435, -2.363], [-6.383, -1.804, -2.373], [-5.316, -2.670, -2.513], [-4.011, -2.205, -2.646], [-2.892, -3.207, -2.837], [-2.424, -3.776, -1.468], [-1.895, -2.749, -0.621], [-2.628, -1.938, 0.195], [-1.753, -1.048, 0.740], [-0.506, -1.308, 0.262], [-0.621, -2.331, -0.557], [-3.360, -4.287, -3.616], [-2.596, -4.597, -4.767], [-1.160, -4.906, -4.456], [-0.760, -5.949, -3.664], [-1.776, -7.124, -2.950], [0.955, -5.986, -3.432], [1.134, -4.592, -4.423], [-0.054, -4.133, -4.890], [-3.809, -0.829, -2.614], [-2.219, -0.155, -2.720], [-4.862, 0.058, -2.476], [-7.388, -2.184, -2.280], [-5.480, -3.736, -2.543], [-2.032, -2.719, -3.314], [-1.656, -4.531, -1.647], [-3.280, -4.249, -0.983], [-3.683, -2.060, 0.329], [-1.942, -0.249, 1.425], [0.192, -2.782, -1.091], [-2.646, -3.775, -5.493], [-3.095, -5.473, -5.186], [2.115, -4.203, -4.606], [-0.149, -3.283, -5.542], [-4.681, 1.120, -2.462]],
  "de_lowest_kcal_mol": 0.0,
  "multiplicity": 2,
  "homo_ha": [-0.3450, -0.3443],
  "s_squared": 0.77,
  "e_lumo_ev": [-4.0, -4.0],
  "fmax_ev_per_a": 2.90,
  "charge": 1,
  "total_energy_ha": -6098.478314
}

***

{
  "formula": "C45H34F4MoN10O7",
  "method": "ωB97M-V/def2-TZVPD",
  "species": ["Mo", "O", "C", "O", "C", "C", "C", "C", "C", "N", "C", "O", "O", "H", "H", "H", "H", "O", "C", "O", "C", "C", "C", "C", "C", "C", "C", "C", "C", "N", "H", "H", "H", "H", "H", "H", "C", "N", "C", "N", "C", "N", "C", "N", "C", "C", "H", "H", "H", "H", "H", "H", "H", "H", "H", "H", "H", "H", "F", "C", "C", "F", "C", "C", "C", "F", "C", "C", "C", "N", "C", "N", "F", "C", "C", "N", "C", "N", "C", "C", "C", "C", "C", "C", "C", "O", "C", "C", "C", "H", "H", "H", "H", "H", "H", "H", "H", "H", "H", "H", "H"],
  "positions_angstrom": [[0.148, -0.912, -0.228], [-0.759, -2.556, -4.068], [-0.751, -2.022, -2.888], [0.211, -2.030, -2.119], [-1.993, -1.373, -2.414], [-3.188, -1.244, -3.071], [-4.240, -0.612, -2.396], [-4.048, -0.188, -1.095], [-2.804, -0.378, -0.514], [-1.805, -0.938, -1.168], [-2.422, -0.040, 0.896], [-3.135, 0.486, 1.686], [-1.173, -0.474, 1.142], [0.088, -3.000, -4.260], [-3.297, -1.627, -4.077], [-5.195, -0.469, -2.885], [-4.831, 0.285, -0.516], [3.319, -3.392, 0.397], [2.716, -2.445, 0.009], [1.374, -2.318, 0.172], [3.283, -1.264, -0.693], [4.616, -0.923, -0.691], [4.967, 0.314, -1.220], [4.001, 1.099, -1.838], [4.209, 2.510, -2.231], [3.219, 3.293, -2.653], [1.861, 2.765, -3.014], [1.666, 1.263, -2.738], [2.724, 0.564, -1.948], [2.344, -0.526, -1.291], [5.336, -1.578, -0.217], [5.984, 0.678, -1.129], [5.193, 2.931, -2.061], [3.398, 4.348, -2.825], [1.662, 3.032, -4.046], [1.370, 0.665, -3.601], [-2.550, -3.247, 0.678], [-3.049, -4.473, 1.261], [-2.514, -4.590, 2.626], [-1.049, -4.593, 2.632], [-0.576, -3.358, 2.040], [-1.061, -3.186, 0.626], [-0.610, -4.385, -0.147], [-1.079, -5.627, 0.431], [-2.544, -5.604, 0.473], [-0.578, -5.715, 1.810], [-2.915, -2.413, 1.278], [-2.936, -3.163, -0.343], [-2.876, -5.517, 3.066], [-2.875, -3.754, 3.227], [0.511, -3.356, 2.029], [-0.940, -2.511, 2.623], [0.476, -4.385, -0.183], [-1.009, -4.299, -1.164], [-2.903, -6.531, 0.917], [-2.931, -5.535, -0.546], [0.512, -5.715, 1.795], [-0.922, -6.649, 2.252], [-2.100, 2.468, -1.374], [-1.907, 3.222, -2.466], [-3.015, 3.570, -3.200], [-4.193, 3.107, -2.786], [-2.925, 4.392, -4.330], [-1.649, 4.891, -4.616], [-0.541, 4.525, -3.873], [0.637, 5.044, -4.222], [-0.626, 3.636, -2.811], [0.604, 3.117, -2.078], [0.547, 1.583, -1.795], [0.031, 0.837, -0.948], [0.900, 3.887, -0.865], [1.138, 4.430, 0.120], [-1.461, 5.698, -5.646], [-4.075, 4.659, -5.170], [-4.126, 5.731, -6.088], [-4.198, 6.612, -6.832], [-5.182, 3.769, -5.157], [-6.045, 3.003, -5.177], [3.484, 1.675, 7.227], [2.851, 1.424, 5.892], [3.446, 0.561, 4.970], [2.877, 0.305, 3.743], [3.567, -0.643, 2.803], [1.651, 0.951, 3.424], [0.948, 0.719, 2.230], [1.307, -0.047, 1.289], [1.037, 1.854, 4.349], [-0.247, 2.598, 4.054], [1.653, 2.060, 5.561], [4.435, 1.158, 7.331], [2.818, 1.342, 8.025], [3.647, 2.744, 7.375], [4.383, 0.081, 5.226], [4.546, -0.911, 3.195], [3.690, -0.204, 1.813], [2.987, -1.563, 2.686], [0.014, 1.254, 2.097], [-1.088, 1.923, 3.882], [-0.145, 3.244, 3.180], [-0.506, 3.232, 4.898], [1.201, 2.738, 6.276]],
  "de_lowest_kcal_mol": 11.1,
  "multiplicity": 3,
  "homo_ha": [-0.4919, -0.4915],
  "s_squared": 2.05,
  "e_lumo_ev": [-6.9, -7.7],
  "fmax_ev_per_a": 0.80,
  "charge": 2,
  "total_energy_ha": -3276.595780
}